(1)
ORCA calculation (wB97M-V/def2-TZVPD) on the ion C6H5N2OS with charge -1 at a distorted geometry.

LUMO energy	3.5	eV
DFT total energy	-814.4978	hartree
strongest force on any atom	4.37	eV/A

The geometry in ORCA input format:
```
! RIJCOSX wB97M-V def2-TZVPD def2/J DEFGRID3
* xyz -1 1
C 0.9631 0.4692 0.6216
C -0.4683 0.5667 0.7723
C 0.6238 -0.4743 -1.6484
C -0.6791 -0.6674 -1.2883
C 1.7692 0.6957 1.8716
C 1.4291 0.1930 -0.6425
N -1.1136 -0.0597 -0.1859
N -2.6698 -0.1327 -0.1606
O 2.8784 1.2126 1.8246
S 0.9821 0.0700 3.2422
H 1.0275 -0.9642 -2.4636
H -1.2053 -1.5922 -1.6813
H 2.5586 0.2107 -0.7851
H -3.0053 0.8830 -0.1691
H -3.0905 -0.4103 0.6924
*
```

Atom charges from the Mulliken analysis, given in e for atoms 1 to 4: atom 1 (C): 0.24, atom 2 (C): -0.39, atom 3 (C): -0.54, atom 4 (C): -0.07

(2)
ORCA calculation (wB97M-V/def2-TZVPD) on a structure of composition C40H44CoFO3P3 at a distorted geometry.

LUMO energy (spin up / spin down)	-1.9 / -3.3	eV
DFT total energy	-4282.8284	hartree
strongest force on any atom	1.50	eV/A

The geometry in ORCA input format:
```
! RIJCOSX wB97M-V def2-TZVPD def2/J DEFGRID3
* xyz 1 5
Co 0.4483 -0.3329 -0.6557
O -3.3987 -0.6144 1.4659
C -2.9428 0.4754 1.2579
O -1.7418 0.8915 1.6992
C -3.5524 1.5617 0.4585
C -4.8249 2.0232 0.7695
C -5.3848 3.0531 0.0383
C -4.6854 3.5910 -1.0307
C -3.4295 3.1129 -1.3563
C -2.8258 2.1087 -0.5992
P -1.1538 1.4731 -1.0843
C -1.4230 1.6944 -2.8729
C -2.4859 0.9661 -3.4092
C -2.8005 1.0800 -4.7491
C -2.0520 1.9142 -5.5663
C -0.9831 2.6216 -5.0383
C -0.6568 2.5054 -3.6964
C -0.0604 2.8443 -0.5764
C 1.1316 2.4903 0.0430
C 2.0027 3.4537 0.5137
C 1.6982 4.7942 0.3390
C 0.5309 5.1569 -0.3088
C -0.3568 4.1911 -0.7494
H -5.3610 1.5707 1.5895
H -6.3651 3.4279 0.2867
H -5.1262 4.3783 -1.6255
H -2.9261 3.5167 -2.2228
H -3.0779 0.3317 -2.7620
H -3.6327 0.5204 -5.1486
H -2.3011 2.0186 -6.6134
H -0.4016 3.2660 -5.6791
H 0.1814 3.0500 -3.2874
H 1.3718 1.4199 0.1395
H 2.9148 3.1692 1.0128
H 2.3746 5.5506 0.7037
H 0.3068 6.1983 -0.4756
H -1.2760 4.4878 -1.2230
C 3.5857 0.2090 -2.8384
P 2.5266 -0.8579 -1.7991
C 2.3835 -2.3855 -2.8086
C 3.7853 -1.4653 -0.5397
C 3.0367 -2.4482 0.3452
P 1.5677 -1.6236 1.1054
C 2.3953 -0.7163 2.4837
C 0.8537 -3.0623 1.9962
H 4.3633 -0.4049 -3.2913
H 4.0445 0.9798 -2.2235
H 2.9847 0.6768 -3.6124
H 3.1959 -3.0697 -2.5816
H 2.4257 -2.1124 -3.8591
H 1.4335 -2.8841 -2.6259
H 4.1476 -0.6173 0.0478
H 4.6442 -1.9342 -1.0242
H 3.6676 -2.8532 1.1429
H 2.6676 -3.2829 -0.2590
H 3.2601 -1.2769 2.8327
H 1.7093 -0.5853 3.3173
H 2.7274 0.2646 2.1472
H 1.6569 -3.6684 2.4120
H 0.2810 -3.6681 1.2951
H 0.1980 -2.7353 2.8007
F -1.7382 -1.2689 7.8090
C -1.6212 -0.9382 6.5153
C -0.9378 0.2172 6.1742
C -0.7778 0.5247 4.8364
C -1.2919 -0.3111 3.8503
C -0.9591 -0.0712 2.4008
C -2.0053 -1.4459 4.2206
C -2.1729 -1.7656 5.5542
H -0.5222 0.8404 6.9507
H -0.2330 1.4151 4.5554
H -1.0573 -1.0240 1.8621
H 0.0555 0.3265 2.3286
H -2.4289 -2.0838 3.4600
H -2.6996 -2.6542 5.8555
C 0.1799 -0.7830 -5.0938
C -0.1551 -0.9235 -3.6344
O 0.5905 -0.2290 -2.8036
C -1.1720 -1.7920 -3.1964
C -1.3752 -2.0654 -1.8183
C -2.3854 -2.8727 -1.3665
C -3.2546 -3.4652 -2.2777
C -3.0790 -3.2321 -3.6394
C -2.0634 -2.4348 -4.0973
H 1.0050 -0.0837 -5.1985
H -0.6664 -0.4048 -5.6665
H 0.4679 -1.7494 -5.5110
H -0.6489 -1.6338 -1.0753
H -2.5147 -3.0553 -0.3083
H -4.0610 -4.0881 -1.9286
H -3.7568 -3.6892 -4.3458
H -1.9478 -2.2666 -5.1549
*
```

Atom charges from the Mulliken analysis, given in e for atoms 1 to 4: atom 1 (Co): 0.67, atom 2 (O): -0.52, atom 3 (C): 0.44, atom 4 (O): -0.09

(3)
ORCA calculation (wB97M-V/def2-TZVPD) on an isolated molecule of C6H10O at a distorted geometry.

LUMO energy	0.9	eV
SMILES	CC(C)=C/C=C/O
DFT total energy	-309.7698	hartree
strongest force on any atom	3.52	eV/A

The geometry in ORCA input format:
```
! RIJCOSX wB97M-V def2-TZVPD def2/J DEFGRID3
* xyz 0 1
C -1.3594 2.3286 -1.0076
C -0.4605 1.3908 -0.2232
C 0.5796 2.0523 0.6225
C -0.6656 0.0456 -0.2689
C 0.0625 -0.9084 0.5727
C 0.2929 -2.1119 0.0056
O 1.3615 -2.9906 0.1966
H -2.3086 2.3162 -0.4472
H -1.5694 2.0489 -2.0390
H -1.0291 3.3706 -0.9601
H 0.3800 2.4847 1.6377
H 1.2723 1.2160 0.8354
H 1.2771 2.7512 0.1261
H -1.6650 -0.1782 -0.6312
H 0.7064 -0.8070 1.4409
H -0.3482 -2.5389 -0.7693
H 1.5388 -2.8573 1.1412
*
```

Atom charges from the Mulliken analysis, given in e for atoms 1 to 4: atom 1 (C): -1.41, atom 2 (C): 0.72, atom 3 (C): -1.14, atom 4 (C): -0.23

(4)
ORCA calculation (wB97M-V/def2-TZVPD) on an isolated molecule of C15H21NO2 at a distorted geometry.

LUMO energy	0.8	eV
SMILES	C[C@H](CO)c1ccc([C@H]2CCC/C(=N\O)C2)cc1
DFT total energy	-789.3215	hartree
strongest force on any atom	4.57	eV/A

The geometry in ORCA input format:
```
! RIJCOSX wB97M-V def2-TZVPD def2/J DEFGRID3
* xyz 0 1
C 4.5497 0.7321 1.3044
C 3.7446 1.6418 0.3632
C 3.8723 3.1544 0.7317
O 3.9545 3.3554 2.1382
C 2.3603 1.0936 0.2635
C 2.0394 0.1536 -0.7700
C 0.7525 -0.3462 -0.9507
C -0.2886 -0.0019 -0.0778
C -1.6803 -0.5615 -0.2429
C -2.4128 0.0691 -1.4405
C -3.6136 -0.7258 -1.9306
C -4.2413 -1.5316 -0.7877
C -3.2240 -2.4482 -0.1684
N -3.6807 -3.5091 0.5083
O -5.1321 -3.7002 0.6423
C -1.7218 -2.0941 -0.2391
C 0.0250 0.8876 0.9844
C 1.3247 1.4404 1.1009
H 4.1487 0.7355 2.3149
H 5.6287 1.0647 1.3958
H 4.5672 -0.2950 0.9287
H 4.2313 1.5997 -0.6484
H 4.8447 3.5062 0.2702
H 3.0789 3.7399 0.2601
H 4.6816 2.8533 2.5506
H 2.7513 -0.1437 -1.5028
H 0.5702 -0.9704 -1.8146
H -2.1959 -0.2424 0.6797
H -2.7149 1.1079 -1.1324
H -1.7305 0.2342 -2.2713
H -4.3473 -0.0272 -2.3672
H -3.3388 -1.4419 -2.6691
H -5.0680 -2.1366 -1.2110
H -4.6274 -0.8416 0.0003
H -5.4207 -4.6152 0.7438
H -1.1744 -2.5289 0.6323
H -1.3102 -2.5632 -1.1729
H -0.7089 1.1678 1.6983
H 1.5065 2.1876 1.8859
*
```

Atom charges from the Mulliken analysis, given in e for atoms 1 to 4: atom 1 (C): -1.65, atom 2 (C): 0.54, atom 3 (C): -0.92, atom 4 (O): -0.55

(5)
ORCA calculation (wB97M-V/def2-TZVPD) on an isolated molecule of C5H11N2P at a distorted geometry.

LUMO energy	0.5	eV
SMILES	C/N=P/N1[C@@H](C)[C@@H]1C
DFT total energy	-647.8809	hartree
strongest force on any atom	3.61	eV/A

The geometry in ORCA input format:
```
! RIJCOSX wB97M-V def2-TZVPD def2/J DEFGRID3
* xyz 0 1
C 3.4177 -0.8447 -0.1112
N 2.1126 -0.1836 -0.2822
P 1.4451 0.8181 0.6865
N -0.0463 0.9257 -0.1475
C -1.3822 0.8408 0.2914
C -2.4002 1.9241 -0.0414
C -0.8035 -0.1558 -0.6018
C -0.6905 -1.5791 0.0542
H 3.9269 -0.8244 0.9303
H 3.1206 -1.8109 -0.2854
H 4.0350 -0.3925 -0.8351
H -1.4335 0.5634 1.2679
H -2.3170 2.8102 0.6683
H -3.3676 1.4442 0.2168
H -2.3123 2.1303 -1.0555
H -1.0658 -0.0110 -1.6022
H -0.0780 -2.2460 -0.4695
H -1.6812 -1.9625 0.0893
H -0.4800 -1.4463 1.2273
*
```

Atom charges from the Mulliken analysis, given in e for atoms 1 to 4: atom 1 (C): -0.72, atom 2 (N): -0.18, atom 3 (P): -0.05, atom 4 (N): -0.19

(6)
ORCA calculation (wB97M-V/def2-TZVPD) on a cluster of 2 separate species, C4H10S in total at a distorted geometry.

LUMO energy	1.0	eV
SMILES	C=CC.CS
DFT total energy	-556.4920	hartree
strongest force on any atom	5.39	eV/A

The geometry in ORCA input format:
```
! RIJCOSX wB97M-V def2-TZVPD def2/J DEFGRID3
* xyz 0 1
C 1.7979 -3.4467 2.1357
C 0.4776 -3.5127 2.4363
C -0.4663 -3.7773 1.3049
H 2.4677 -3.4469 2.8468
H 2.3568 -3.4275 1.2414
H -0.0718 -3.4948 3.3844
H -1.3154 -3.0001 1.3603
H -0.0197 -3.9024 0.2787
H -0.8869 -4.9034 1.4103
C -0.8063 5.2202 -2.4392
S -0.2964 6.8495 -2.9139
H -1.8023 5.2544 -1.8621
H -1.1869 4.5449 -3.2999
H -0.1105 4.7104 -1.7286
H -0.1374 6.3326 -4.1551
*
```

Atom charges from the Mulliken analysis, given in e for atoms 1 to 4: atom 1 (C): -0.89, atom 2 (C): 0.13, atom 3 (C): -0.85, atom 4 (H): 0.32

(7)
ORCA calculation (wB97M-V/def2-TZVPD) on a structure of composition C24H42As2BrF5NRhS2Si3 at a distorted geometry.

LUMO energy (spin up / spin down)	-7.4 / -7.4	eV
DFT total energy	-10314.3020	hartree
strongest force on any atom	1.36	eV/A

The geometry in ORCA input format:
```
! RIJCOSX wB97M-V def2-TZVPD def2/J DEFGRID3
* xyz 2 1
Rh 1.4796 0.3147 -0.4745
C 0.5331 5.8890 -0.5812
C 1.4537 4.7264 -0.8595
C 2.8119 4.8865 -1.1087
C 3.6115 3.7908 -1.4117
C 3.0120 2.5580 -1.4370
Br 3.9983 0.9884 -1.8299
N 1.7198 2.3633 -1.1781
C 0.9616 3.4341 -0.8950
H 1.0805 6.8300 -0.5689
H 0.0313 5.7725 0.3815
H -0.2376 5.9592 -1.3514
H 3.2570 5.8740 -1.0652
H 4.6685 3.8914 -1.6169
H -0.0860 3.2357 -0.6987
C -2.6040 2.6832 1.0080
Si -2.8764 1.6538 -0.5041
C -2.7905 2.7020 -2.0253
C -4.3903 0.6187 -0.4480
As -0.8985 0.1493 -0.6342
Si -1.0481 -0.7055 -2.9327
C -2.8130 -1.2509 -3.0847
C 0.0642 -2.0903 -3.4446
C -0.5231 0.7841 -3.9003
Si -1.3480 -1.1047 1.4303
C -0.0159 -2.3000 1.8786
C -2.9466 -2.0367 1.2054
C -1.4216 0.2179 2.7331
H -3.0993 3.6518 0.8714
H -1.5425 2.8710 1.1856
H -3.0252 2.2187 1.9031
H -3.3531 3.6270 -1.8504
H -3.2356 2.2046 -2.8920
H -1.7633 2.9779 -2.2672
H -5.2414 1.3043 -0.3434
H -4.4052 -0.0649 0.3982
H -4.5332 0.0432 -1.3621
H -3.1721 -1.7225 -2.1682
H -2.8908 -1.9833 -3.8961
H -3.4794 -0.4172 -3.3291
H -0.0943 -3.0071 -2.8724
H 1.1163 -1.8123 -3.3708
H -0.1617 -2.3005 -4.4985
H -1.2538 1.5915 -3.8894
H -0.3541 0.4970 -4.9448
H 0.4215 1.1667 -3.5007
H -0.0939 -3.1940 1.2841
H -0.1360 -2.5766 2.9343
H 0.9808 -1.8854 1.7453
H -3.1463 -2.2829 0.1603
H -3.7953 -1.4668 1.5935
H -2.9037 -2.9734 1.7751
H -0.9460 1.1451 2.4064
H -0.9013 -0.1358 3.6314
H -2.4564 0.4422 3.0126
F 0.6184 0.0854 6.9009
C 0.9998 0.2776 5.6667
C 1.7883 -0.6725 5.0360
F 2.1496 -1.7673 5.6848
C 2.1855 -0.4662 3.7365
F 2.9340 -1.3873 3.1583
C 1.8113 0.6826 3.0305
S 2.4613 1.0381 1.4729
C 0.9993 1.6135 3.6953
F 0.5814 2.6989 3.0703
C 0.6006 1.4229 4.9950
F -0.1628 2.3140 5.6056
C 3.0882 -4.6322 0.8540
As 2.2148 -4.0018 -0.7272
C 0.4684 -4.8017 -0.8202
C 3.2006 -4.6939 -2.2122
S 2.4372 -1.8657 -0.8903
H 2.9887 -5.7163 0.9121
H 2.6538 -4.1643 1.7326
H 4.1377 -4.3625 0.7790
H 0.5473 -5.6805 -1.4592
H -0.2480 -4.1028 -1.2425
H 0.1541 -5.1085 0.1706
H 3.3606 -5.7611 -2.0655
H 4.1567 -4.1818 -2.2522
H 2.6547 -4.5201 -3.1344
*
```

Atom charges from the Mulliken analysis, given in e for atoms 1 to 4: atom 1 (Rh): 0.22, atom 2 (C): -1.33, atom 3 (C): 0.23, atom 4 (C): -0.48

(8)
ORCA calculation (wB97M-V/def2-TZVPD) on an isolated molecule of C5H4O3 at a distorted geometry.

LUMO energy	0.5	eV
DFT total energy	-418.4151	hartree
strongest force on any atom	7.85	eV/A

The geometry in ORCA input format:
```
! RIJCOSX wB97M-V def2-TZVPD def2/J DEFGRID3
* xyz 0 1
C -1.1430 -0.3379 -0.0006
C -0.2023 1.6121 0.1316
C 0.7478 0.6015 -0.0305
C 1.6476 -0.9894 0.2257
C 0.0739 -0.6398 -0.0015
H -2.9746 -0.1936 -0.5672
H -0.2426 2.7785 -0.2674
H 1.7996 -1.3116 1.2894
H 2.0522 -1.6932 -0.6462
O -2.2971 -1.0664 -0.0686
O -1.4728 0.9647 0.1788
O 2.0114 0.2750 -0.2435
*
```

Atom charges from the Mulliken analysis, given in e for atoms 1 to 4: atom 1 (C): -0.07, atom 2 (C): -0.75, atom 3 (C): 0.65, atom 4 (C): -0.11